[1]
{
  "formula": "C31H34N12O3S3Sc",
  "method": "ωB97M-V/def2-TZVPD",
  "max_force_ev_per_a": 0.555,
  "relative_energy_ev": 0.470,
  "charge": 1,
  "homo_lumo_gap_ev": 8.063,
  "e_homo_ev": -10.2,
  "e_lumo_ev": -2.145,
  "elements": ["H", "C", "S", "C", "C", "H", "H", "H", "H", "C", "H", "C", "C", "C", "C", "H", "C", "N", "S", "C", "O", "C", "C", "H", "H", "C", "N", "C", "H", "C", "N", "Sc", "H", "C", "O", "C", "C", "H", "C", "H", "S", "C", "C", "N", "H", "N", "C", "H", "C", "H", "O", "N", "H", "C", "C", "N", "H", "N", "N", "H", "N", "N", "C", "H", "H", "H", "H", "H", "C", "H", "C", "N", "H", "H", "H", "C", "C", "C", "H", "H", "H", "H", "H", "H"],
  "coordinates": [[-4.394287, -1.289844, 2.787835], [-2.157006, -2.735094, -3.081900], [0.015397, -2.152573, 4.322688], [5.214473, 0.306672, 4.657201], [3.058635, 1.074331, 4.141191], [-6.738634, -0.518420, 1.219721], [-2.205107, -1.816579, -4.903227], [4.645680, 0.939923, 6.680973], [-1.638788, 4.157940, 1.725885], [-3.172782, -3.661389, -3.417863], [-2.401706, -1.796939, 4.494444], [-2.929287, -4.646301, -1.253660], [2.622374, -2.483265, -0.608748], [-1.312785, 3.745863, -0.371814], [-1.212631, 2.089287, 1.294161], [2.923605, 2.495349, 5.597376], [2.898380, 4.436988, -2.288429], [3.540082, 1.856001, 5.126505], [0.577124, 0.612756, -2.884074], [1.573905, 2.988800, -3.693978], [0.066546, 0.599629, -4.228662], [2.123900, 2.315255, -1.440047], [-1.585224, -1.667880, 2.455390], [1.035945, -3.633076, 0.309383], [4.674923, -0.900564, -0.501962], [-3.972792, -0.378939, -1.577786], [3.884987, -0.465351, -0.056131], [2.806893, 3.496200, -1.250831], [5.522640, 2.175553, 5.767580], [0.567356, -2.034237, 2.722141], [-1.765011, -1.826479, -4.001520], [-0.197720, -1.232558, -0.559514], [1.609230, -2.156723, 2.470297], [4.793461, 1.371630, 5.690388], [1.665578, -0.455121, 0.255117], [-1.579835, -1.845142, 3.799259], [1.188527, -3.018666, -0.585378], [3.931009, 0.522747, 0.138125], [-1.417585, 3.417814, 0.972070], [3.966040, -0.356690, 3.009526], [1.599249, 1.263841, 3.355893], [-5.288394, -0.062438, -1.844568], [-4.648330, -0.799272, 0.712485], [-3.986103, -1.170956, 1.877443], [3.265672, 3.711733, -0.292663], [3.978505, 0.103772, 3.903729], [1.517993, 2.053560, -2.667436], [2.014437, 1.611836, -0.622411], [2.271117, 4.164289, -3.509724], [-7.296944, 0.133021, -1.100105], [1.356044, -0.576694, -2.502405], [-1.051029, 2.850121, -1.319643], [3.006633, -2.449349, -1.632362], [-1.965660, -3.712195, -1.007071], [-3.559943, -4.599412, -2.507039], [-1.589614, -2.743583, -1.870550], [-1.248151, 1.741061, 2.321852], [-0.595037, 0.559141, -1.778482], [-0.356176, -1.791771, 1.843445], [5.536310, -0.616263, 5.134667], [3.613129, 5.594180, -2.115741], [-2.444219, -1.126208, 0.288005], [-5.978034, -0.486880, 0.451281], [6.019817, 0.663490, 4.013491], [-3.203444, -0.310183, -2.335516], [-1.431381, -3.722039, -0.061340], [-5.568783, 0.247370, -2.842373], [-3.623882, -3.609421, -4.399955], [-0.871037, 1.603713, -0.901338], [-3.175100, -5.392086, -0.512845], [-6.277047, -0.122747, -0.846338], [-0.933333, 1.181863, 0.367501], [2.330067, 4.889316, -4.312142], [1.043000, -3.679425, -1.441341], [3.500483, 6.338370, -2.780521], [2.689460, -1.065772, -0.108418], [-2.680511, -1.339736, 1.551636], [-3.663934, -0.766365, -0.274606], [3.872258, 5.872885, -1.186818], [-4.338509, -5.308314, -2.757679], [1.073602, 2.782932, -4.629485], [-1.448098, 4.768249, -0.707356], [-1.039642, -1.143526, -3.851956], [3.349048, -3.071016, -0.032936]],
  "forces_ev_per_angstrom": [[-0.003, -0.005, -0.011], [0.011, 0.003, -0.103], [0.006, -0.051, 0.146], [-0.066, 0.027, 0.014], [-0.013, 0.058, 0.040], [0.002, -0.002, -0.002], [0.008, -0.030, 0.014], [-0.037, -0.037, 0.002], [0.015, 0.008, -0.006], [0.006, 0.023, -0.056], [0.007, 0.000, -0.007], [-0.037, -0.013, -0.110], [-0.001, -0.024, -0.012], [0.007, -0.011, 0.023], [0.007, -0.055, 0.051], [0.031, 0.016, -0.023], [0.011, 0.059, 0.005], [-0.073, 0.014, 0.052], [-0.318, -0.291, 0.206], [0.088, -0.048, 0.037], [-0.041, -0.009, -0.072], [-0.060, 0.013, -0.030], [-0.025, -0.034, -0.226], [-0.012, -0.017, 0.010], [0.001, 0.003, 0.037], [-0.008, 0.013, -0.004], [0.105, 0.070, 0.133], [0.016, -0.017, 0.001], [0.022, -0.009, 0.034], [0.040, -0.054, -0.092], [-0.100, 0.027, 0.046], [-0.373, -0.152, 0.381], [-0.016, 0.021, -0.019], [-0.001, 0.000, -0.084], [0.175, -0.089, 0.011], [0.013, 0.026, 0.110], [0.172, 0.166, 0.007], [-0.035, -0.005, -0.034], [-0.014, 0.040, -0.073], [-0.025, -0.024, 0.017], [0.155, -0.022, -0.010], [-0.030, -0.012, 0.055], [-0.048, -0.021, 0.167], [-0.058, 0.037, -0.063], [-0.012, 0.000, 0.003], [0.002, -0.051, -0.042], [0.082, 0.196, 0.085], [0.006, 0.006, -0.009], [-0.003, 0.007, -0.009], [0.002, 0.000, -0.001], [-0.179, -0.111, -0.128], [-0.067, 0.084, 0.005], [-0.004, 0.003, -0.004], [0.145, 0.039, 0.045], [-0.016, -0.053, 0.074], [0.225, 0.106, 0.023], [-0.004, 0.004, -0.012], [0.217, 0.416, 0.176], [-0.231, 0.211, -0.146], [0.033, -0.005, -0.003], [0.038, -0.038, -0.014], [0.064, 0.020, -0.292], [0.023, 0.004, -0.013], [-0.009, 0.046, -0.022], [-0.010, -0.003, 0.001], [-0.023, 0.016, 0.005], [-0.004, 0.001, 0.006], [-0.007, -0.010, 0.010], [-0.032, -0.300, -0.402], [-0.014, -0.003, -0.011], [0.025, 0.004, -0.030], [0.275, -0.026, 0.116], [-0.006, -0.006, 0.002], [-0.050, 0.018, -0.020], [-0.017, -0.002, 0.003], [-0.144, -0.051, -0.099], [0.028, -0.038, 0.192], [0.148, -0.040, -0.044], [-0.021, 0.003, 0.006], [0.007, 0.000, 0.000], [-0.014, -0.001, 0.001], [-0.010, -0.002, -0.005], [0.030, -0.021, 0.016], [0.023, -0.018, -0.020]]
}

---

[2]
{
  "formula": "C31H34N6O3",
  "method": "ωB97M-V/def2-TZVPD",
  "max_force_ev_per_a": 1.155,
  "relative_energy_ev": 4.714,
  "homo_lumo_gap_ev": 8.587,
  "e_homo_ev": -8.1,
  "e_lumo_ev": 0.513,
  "elements": ["H", "H", "C", "H", "N", "H", "C", "C", "C", "H", "H", "H", "C", "C", "C", "O", "H", "C", "C", "C", "C", "C", "H", "N", "H", "C", "N", "C", "C", "H", "C", "C", "H", "N", "C", "C", "H", "H", "H", "C", "H", "N", "C", "H", "H", "H", "H", "C", "H", "H", "C", "C", "C", "H", "C", "H", "C", "C", "O", "N", "C", "O", "H", "H", "H", "H", "C", "C", "H", "H", "H", "H", "H", "H"],
  "coordinates": [[-1.208653, -1.349666, 3.529807], [0.602902, -5.516916, -1.730416], [1.234359, 3.266968, 4.214559], [1.010315, -2.081208, -0.715682], [-0.864306, -2.366729, -1.555272], [1.570720, -0.726498, 1.187149], [0.256414, -0.022931, 2.746945], [-0.311630, -2.122263, -2.877015], [1.569303, -3.784031, -2.533449], [-0.947472, -1.628424, -4.858153], [4.675357, -2.745461, -1.684438], [-4.086461, -0.782961, -3.827303], [-3.401052, -0.453200, -3.045043], [0.544244, 2.056028, 3.998107], [3.700272, -4.474441, -0.881654], [-2.510418, -3.090775, -0.356675], [0.790432, -1.989016, 2.134281], [-0.638584, 4.716310, 2.001280], [-0.478744, 1.643748, 4.875095], [1.881320, 1.724180, 1.998813], [2.214291, 3.679414, 3.359457], [0.408534, -3.382503, -3.400327], [-0.025762, 3.336395, -1.535288], [-1.325639, 0.596947, -3.763909], [0.969659, 3.860860, 5.078087], [-1.949461, 0.781991, 0.330436], [0.063635, 0.725171, -0.878332], [0.639656, -1.008876, 1.674618], [-2.137189, 2.144111, -0.334167], [0.767448, -3.168041, -4.408519], [-0.010052, -2.260150, -0.385616], [-0.191606, 3.722179, -0.541714], [-0.821539, 5.106647, 2.991751], [-0.719421, 0.117650, -0.056412], [0.896570, 1.238151, 2.887640], [-1.115646, 0.450472, 4.687346], [1.408200, 5.134850, -0.647670], [2.486611, -6.129672, -0.273999], [-0.065598, -3.215409, 0.149633], [-0.727932, -0.386612, 3.634851], [-1.974811, 2.063715, -1.408898], [-2.077353, -2.817640, -1.481296], [1.495768, -4.907526, -1.721061], [2.794737, -2.136380, -3.143353], [-3.173971, 2.444541, -0.162535], [2.137397, 1.168316, 1.111166], [-2.784168, 0.120407, 0.067864], [3.784225, -3.354785, -1.693128], [2.746851, 4.601782, 3.537689], [-2.179946, -2.498004, -3.903593], [0.383185, 5.237813, 1.227019], [-0.451627, -1.164598, 0.602110], [2.520728, 2.909065, 2.229510], [-2.235720, 3.303196, 2.111500], [2.726842, -3.012954, -2.516051], [-3.636190, 0.575210, -2.768825], [-1.433227, 3.700372, 1.504191], [-1.224400, 3.201602, 0.224485], [1.128451, 0.175452, -1.185299], [-2.039876, -0.466036, -3.542519], [-1.413214, -1.723878, -3.873824], [-1.823147, 1.688558, -3.493404], [-0.743981, 2.286645, 5.702056], [0.403330, -1.296976, -2.785507], [4.525936, -4.740903, -0.238974], [3.270578, 3.258295, 1.535775], [2.555989, -5.252566, -0.900328], [0.609885, 4.732873, -0.041130], [-1.938937, 0.900470, 1.420262], [0.997934, 6.038349, 1.611732], [-1.901658, 0.132303, 5.356310], [-0.315891, -4.197663, -3.456164], [-3.495920, -1.112010, -2.184218], [-1.390871, -1.473335, 1.069637]],
  "forces_ev_per_angstrom": [[-0.029, -0.130, -0.038], [-0.108, -0.052, -0.013], [0.262, 0.136, -0.014], [-0.216, -0.067, 0.026], [0.387, 0.235, 0.509], [-0.010, -0.098, -0.001], [-0.127, -0.251, 0.162], [-0.100, -0.285, -0.850], [-0.005, -0.145, -0.131], [-0.051, -0.081, 0.075], [0.085, 0.055, 0.001], [-0.012, -0.003, 0.000], [-0.235, 0.512, 0.124], [0.053, -0.161, -0.148], [0.046, -0.046, 0.090], [0.597, 0.236, -0.540], [0.033, -0.005, -0.026], [-0.057, 0.092, 0.034], [-0.140, -0.115, 0.043], [0.224, 0.125, -0.161], [-0.107, -0.004, 0.357], [-0.014, 0.287, 0.118], [0.016, -0.064, -0.120], [0.405, 1.073, -0.139], [-0.022, 0.074, 0.080], [-0.558, 0.500, -0.107], [0.507, 0.426, -0.707], [-0.131, 0.038, -0.144], [0.116, -0.128, 0.057], [-0.037, -0.024, -0.067], [-0.259, -0.105, 0.593], [-0.031, 0.083, -0.011], [-0.003, 0.023, 0.087], [-0.078, -0.668, 0.420], [-0.171, 0.125, 0.328], [-0.045, 0.201, 0.165], [0.075, 0.037, -0.066], [0.000, -0.074, 0.055], [0.054, 0.114, -0.020], [0.228, 0.033, -0.223], [-0.180, -0.007, 0.134], [-0.755, -0.464, 0.369], [0.000, 0.049, -0.086], [0.011, 0.136, -0.084], [-0.018, -0.057, -0.020], [0.009, -0.095, -0.103], [0.088, 0.005, 0.056], [0.047, 0.087, -0.013], [0.009, 0.101, 0.031], [0.048, 0.140, -0.105], [-0.027, 0.110, -0.037], [0.719, -0.221, -0.173], [0.017, -0.244, -0.130], [-0.104, -0.053, 0.069], [-0.043, -0.091, 0.008], [-0.045, -0.142, -0.022], [0.026, 0.012, -0.034], [-0.075, 0.040, -0.048], [-0.388, -0.066, 0.486], [-0.630, -0.331, 0.323], [0.654, -0.120, -0.023], [0.059, -0.876, -0.267], [-0.031, 0.063, 0.088], [-0.184, -0.110, 0.019], [0.073, -0.023, 0.049], [0.048, 0.010, -0.096], [0.021, -0.048, 0.087], [0.019, 0.109, -0.031], [-0.038, -0.077, -0.095], [0.076, 0.057, 0.041], [-0.050, 0.005, 0.082], [-0.028, -0.008, -0.067], [-0.020, 0.049, -0.074], [0.150, 0.160, -0.134]]
}

---

[3]
{
  "formula": "C31H35BO3S",
  "method": "ωB97M-V/def2-TZVPD",
  "max_force_ev_per_a": 4.796,
  "relative_energy_ev": 3.449,
  "homo_lumo_gap_ev": 2.951,
  "e_homo_ev": -6.2,
  "e_lumo_ev": -3.207,
  "elements": ["C", "H", "H", "C", "H", "H", "H", "C", "H", "C", "H", "C", "C", "C", "C", "C", "C", "C", "C", "C", "H", "C", "H", "H", "O", "H", "C", "C", "O", "H", "H", "C", "H", "C", "H", "C", "B", "H", "C", "H", "C", "C", "C", "C", "H", "H", "C", "C", "H", "H", "H", "H", "H", "C", "H", "O", "C", "C", "H", "H", "H", "C", "H", "H", "H", "H", "H", "S", "C", "H", "H"],
  "coordinates": [[-2.722120, -0.186509, -2.560795], [-3.347825, -5.128232, -2.306872], [3.376320, -2.250886, -1.282156], [2.788501, -2.225674, -0.357388], [3.429935, -1.842146, 0.445383], [6.453258, 0.388721, 2.471104], [-4.701874, 3.554615, 2.822123], [-4.270314, 2.582403, 2.593550], [-0.504491, 0.259797, -0.137454], [0.840917, -1.062757, 0.869045], [7.849601, 0.183227, -0.919510], [0.654847, -1.938249, -1.635415], [-3.572849, -2.435855, -2.862356], [1.122773, 2.965720, 1.203136], [0.776229, -2.198471, 1.866997], [7.624120, 0.894735, -0.111854], [3.689625, 0.756502, 0.549652], [-3.735404, 2.351301, 1.328725], [-3.835378, -1.335814, -0.727889], [-3.992324, -4.809559, -3.137843], [-5.040573, -4.782908, -2.811191], [5.760040, 0.539047, 1.627786], [-3.772730, -0.503438, 3.988674], [-3.070375, -0.994317, 1.693232], [1.593612, 0.001080, 1.411355], [-0.909021, -0.029828, 1.545046], [-2.993825, -1.242964, -3.389976], [1.312417, 4.266769, -1.261174], [1.935804, -0.060427, -0.975043], [1.251019, -2.142695, -2.532259], [-1.267170, -1.274745, 0.333769], [6.207258, 0.758484, 0.338260], [0.191835, -2.883052, -1.318600], [4.322940, 0.521869, 1.756938], [0.319447, -1.836583, 2.793535], [0.731185, 4.307189, 1.081057], [2.058271, 0.686058, 0.229225], [3.838842, 0.352247, 2.722179], [1.556681, -1.353172, -0.552165], [1.419857, 4.761763, -2.221354], [-0.539803, -0.517137, 0.640278], [1.583556, 2.276852, 0.086666], [-2.629944, 0.852779, -0.322943], [0.816763, 4.959146, -0.153090], [0.383708, 4.836389, 1.961759], [2.140761, 2.396303, -1.984913], [-3.060305, -0.218035, -1.172871], [-4.059775, -2.433970, -1.534365], [7.815929, 1.915622, -0.470516], [1.117316, 2.469452, 2.173319], [-2.759232, -1.209961, -4.452936], [-4.347361, -1.292818, 0.231774], [2.492667, -3.256307, -0.116149], [-3.774118, 0.294131, 3.241265], [-2.059157, 1.659686, -0.795694], [-3.574620, -3.529961, -3.667689], [1.703495, 2.923933, -1.138456], [-4.258883, 1.568587, 3.568103], [0.510419, 5.998737, -0.248057], [-0.133268, -1.234627, -1.919451], [-3.799294, 3.102679, 0.542500], [-3.213730, 1.073345, 0.984943], [-4.628770, -3.295773, -1.160806], [-4.648738, 1.767703, 4.563961], [1.773969, -2.573488, 2.091770], [-3.880366, -5.493998, -3.980141], [-2.328650, 0.746405, -2.973525], [4.850388, 0.884859, -0.741351], [-3.315426, 0.042243, 1.956302], [0.158312, -3.016291, 1.484917], [8.295065, 0.690296, 0.735930]],
  "forces_ev_per_angstrom": [[-0.157, 0.124, 0.021], [-0.110, 0.202, -0.230], [-0.110, 0.086, 0.129], [0.146, -0.407, 0.115], [-0.173, -0.034, -0.194], [-0.326, 0.125, -0.467], [0.121, -0.210, -0.039], [-0.007, -0.417, 0.046], [0.214, -0.044, -0.040], [0.607, 0.072, -0.472], [0.089, 0.242, 0.153], [-0.117, -0.297, 0.090], [0.714, -0.510, -0.253], [-0.180, 0.886, -0.281], [-0.015, -0.207, -0.092], [0.090, -0.084, -0.028], [0.212, -0.280, 0.564], [0.343, -0.559, -0.178], [-0.389, 0.128, -0.258], [-0.020, 0.221, -0.046], [0.254, 0.022, -0.143], [0.280, 0.096, -0.446], [-0.049, 0.272, -0.319], [0.405, 0.721, 0.277], [-1.324, -1.218, -0.232], [0.353, -0.191, 0.030], [-0.249, -0.491, -0.112], [0.160, -0.408, 0.106], [-1.507, -1.041, -0.565], [-0.057, 0.063, 0.142], [0.179, -0.124, 0.016], [-0.544, -0.304, 1.012], [0.053, 0.079, -0.013], [0.771, 0.421, -0.906], [0.090, 0.007, -0.058], [0.172, -0.333, -0.037], [3.398, 3.272, 0.864], [-0.098, 0.093, -0.531], [-0.301, -0.079, 0.494], [-0.048, 0.092, 0.071], [-1.000, 0.155, -0.084], [-0.105, -1.782, 0.047], [-2.029, -0.772, -1.142], [-0.030, -0.265, 0.020], [-0.029, 0.112, -0.053], [-0.196, 0.048, 0.076], [0.293, 0.378, 0.255], [-0.064, -0.094, 0.049], [0.097, -0.261, 0.004], [-0.140, 0.049, -0.181], [0.027, -0.031, 0.294], [0.362, -0.123, -0.219], [0.082, 0.116, -0.019], [-0.269, 0.394, -0.033], [-0.148, -0.164, 0.232], [-0.255, 1.074, 0.876], [-0.333, 0.941, 0.102], [0.220, 0.099, -0.563], [0.071, -0.141, 0.026], [0.075, -0.014, 0.092], [0.259, 0.065, 0.353], [-0.160, 0.119, 1.194], [0.305, 0.538, -0.133], [0.122, -0.019, -0.194], [-0.039, 0.014, 0.028], [-0.058, 0.092, 0.224], [0.254, -0.447, 0.138], [0.113, 0.235, 0.965], [-0.216, -0.285, -0.236], [0.062, -0.085, -0.004], [-0.138, 0.066, -0.303]]
}